No. 1
ORCA calculation (ωB97M-V/def2-TZVPD) on 9 unconnected molecules or ions with the total composition C26H75N5O11.

Output
- HOMO (hartree) = -0.3177
- electronic energy (eV) = -58146.551
- total charge = 0
- energy above the lowest of the compared OMol25 structures with the same formula, charge and spin (kcal per mole) = 0.00
- LUMO (eV) = 0.2
- structure (SMILES) = COC[C@H](C)N.COC[C@H](C)N.COC[C@H](C)N.COC[C@H](C)N.COC[C@H](C)N.OCCO.OCCO.CO.CO
- M (g mol⁻¹) = 633.91
- frontier orbital gap (eV) = 8.868
- strongest force on any atom (eV/Å) = 3.2

CARTESIAN COORDINATES (ANGSTROEM)
C -3.23 1.39 2.40
C -1.84 1.14 2.95
O -1.79 1.52 4.30
O -3.32 0.67 1.12
H -3.40 2.44 2.20
H -3.91 0.93 3.11
H -1.00 1.68 2.41
H -1.65 0.05 2.92
H -1.67 2.47 4.36
H -4.14 0.89 0.66
C -1.23 1.21 -1.78
C -0.69 0.21 -0.72
O -0.21 -0.96 -1.41
O -0.27 1.82 -2.60
H -1.89 1.94 -1.29
H -1.85 0.63 -2.50
H -1.46 -0.09 -0.02
H 0.16 0.73 -0.20
H 0.75 -0.88 -1.52
H 0.00 2.59 -2.05
C 1.13 2.97 -5.25
O 0.52 1.73 -5.21
H 1.51 3.27 -4.28
H 1.89 3.03 -6.00
H 0.45 3.79 -5.50
H -0.03 1.62 -4.40
C 2.64 0.07 -3.23
O 2.67 -0.62 -1.90
H 2.17 -0.45 -4.10
H 1.98 0.89 -3.03
H 3.65 0.32 -3.49
H 3.03 -1.49 -1.95
C 0.42 -1.62 3.94
C -0.32 -2.93 4.13
C -0.08 -3.50 5.58
O 1.32 -3.91 5.62
C 1.66 -4.31 6.98
N -1.79 -2.81 4.01
H 1.45 -1.98 4.03
H 0.12 -0.83 4.65
H 0.31 -1.21 2.93
H -0.01 -3.64 3.36
H -0.76 -4.34 5.75
H -0.22 -2.69 6.28
H 2.69 -4.65 6.92
H 0.94 -5.08 7.25
H 1.49 -3.50 7.69
H -2.14 -2.11 4.62
H -2.04 -2.58 3.05
C -1.62 4.94 -0.50
C -0.16 5.08 -0.86
C 0.54 6.15 0.02
O 1.77 6.42 -0.66
C 2.53 7.20 0.22
N 0.57 3.85 -0.91
H -2.17 5.84 -0.79
H -1.77 4.74 0.56
H -2.05 4.18 -1.14
H -0.18 5.43 -1.89
H 0.68 5.71 1.03
H -0.04 7.07 0.15
H 1.93 8.08 0.56
H 3.37 7.58 -0.36
H 2.79 6.63 1.13
H 0.86 3.47 -0.01
H 1.41 3.94 -1.47
C 0.50 -3.53 -4.41
C 1.10 -4.23 -3.23
C -0.04 -4.64 -2.38
O 0.37 -5.28 -1.15
C 0.70 -4.40 -0.12
N 1.98 -5.34 -3.67
H 1.19 -3.27 -5.20
H -0.05 -2.64 -4.01
H -0.31 -4.09 -4.86
H 1.74 -3.52 -2.63
H -0.66 -5.41 -2.88
H -0.64 -3.72 -2.17
H 1.36 -3.61 -0.43
H 1.09 -5.00 0.71
H -0.18 -3.81 0.16
H 2.14 -5.97 -2.90
H 1.59 -5.92 -4.40
C -4.57 -3.49 0.60
C -3.25 -3.25 -0.13
C -3.58 -2.57 -1.48
O -4.23 -3.53 -2.28
C -4.44 -3.08 -3.60
N -2.30 -2.43 0.58
H -5.25 -2.66 0.73
H -4.35 -3.94 1.56
H -5.13 -4.21 -0.01
H -2.83 -4.21 -0.31
H -2.73 -2.16 -2.08
H -4.30 -1.76 -1.33
H -4.97 -3.85 -4.19
H -3.57 -2.75 -4.13
H -5.07 -2.20 -3.63
H -2.71 -1.50 0.71
H -1.51 -2.29 -0.09
C 2.24 1.11 2.46
C 2.87 2.38 1.92
C 3.40 2.23 0.54
O 4.05 3.47 0.27
C 4.30 3.70 -1.06
N 1.87 3.41 1.91
H 1.60 0.71 1.67
H 1.63 1.30 3.37
H 2.97 0.36 2.79
H 3.78 2.68 2.49
H 2.52 2.09 -0.08
H 4.16 1.43 0.49
H 4.64 4.74 -1.10
H 3.40 3.56 -1.71
H 5.10 3.07 -1.45
H 2.23 4.21 1.41
H 1.67 3.66 2.86

---

No. 2
ORCA calculation (ωB97M-V/def2-TZVPD) on a gas-phase ion, C5H10N3 (charge +1).

Output
- HOMO (hartree) = -0.4952
- electronic energy (eV) = -9809.086
- total charge = +1
- energy above the lowest of the compared OMol25 structures with the same formula, charge and spin (kcal per mole) = 61.38
- LUMO (eV) = -4.2
- structure (SMILES) = C=C/N=C\NC(C)=[NH2+]
- M (g mol⁻¹) = 112.16
- frontier orbital gap (eV) = 9.298
- strongest force on any atom (eV/Å) = 4.5

CARTESIAN COORDINATES (ANGSTROEM)
C 1.82 -0.97 0.02
C 1.35 1.35 -0.13
C 0.98 -1.61 -0.74
C -1.02 0.58 0.12
C -0.82 0.02 1.42
N 2.09 0.40 0.05
N -0.05 1.20 -0.53
N -2.13 0.26 -0.56
H 2.26 -1.59 0.72
H 1.67 2.37 -0.16
H 0.51 -1.12 -1.67
H 0.91 -2.77 -0.66
H 0.22 0.17 1.75
H -1.00 -1.07 1.46
H -1.53 0.60 2.13
H -0.19 1.82 -1.28
H -2.86 -0.38 -0.47
H -2.19 0.75 -1.47

---

No. 3
ORCA calculation (ωB97M-V/def2-TZVPD) on a single C4H7O3P molecule.

Output
- HOMO (hartree) = -0.3811
- electronic energy (eV) = -19693.390
- total charge = 0
- energy above the lowest of the compared OMol25 structures with the same formula, charge and spin (kcal per mole) = 0.00
- LUMO (eV) = 0.8
- structure (SMILES) = CO[P@@]1(=O)C=CCO1
- M (g mol⁻¹) = 134.07
- frontier orbital gap (eV) = 11.202
- strongest force on any atom (eV/Å) = 4.6

CARTESIAN COORDINATES (ANGSTROEM)
C -2.07 0.13 0.60
C -0.91 0.12 1.26
C -2.03 -0.21 -0.83
C 2.67 0.52 -0.23
O 0.96 -1.90 0.37
O -0.72 -0.60 -1.16
O 1.31 0.56 -0.33
P 0.30 -0.59 0.13
H -3.04 0.72 0.96
H -0.67 0.20 2.27
H -2.63 -1.04 -0.89
H -2.42 0.48 -1.54
H 3.09 -0.48 -0.20
H 3.04 1.04 0.68
H 3.12 1.06 -1.10

---

No. 4
ORCA calculation (ωB97M-V/def2-TZVPD) on a gas-phase ion, C8H9N4O2 (charge +1).

Output
- HOMO (hartree) = -0.5350
- electronic energy (eV) = -18482.654
- total charge = +1
- energy above the lowest of the compared OMol25 structures with the same formula, charge and spin (kcal per mole) = 150.81
- LUMO (eV) = -5.3
- M (g mol⁻¹) = 193.19
- frontier orbital gap (eV) = 9.280
- strongest force on any atom (eV/Å) = 4.9

CARTESIAN COORDINATES (ANGSTROEM)
C -2.06 -2.31 -0.08
C -0.72 -2.66 -0.08
C -2.43 -0.97 0.00
C 0.16 -1.61 -0.06
C -1.58 0.11 0.00
C -0.30 -0.29 -0.15
C 1.79 1.22 1.35
C 1.82 1.32 -1.14
N 1.57 -1.75 -0.05
N 2.20 -0.76 -0.07
N -1.96 1.54 -0.06
N 1.53 0.56 0.07
O -1.05 2.32 -0.36
O -3.05 1.87 0.30
H -2.89 -3.00 0.00
H -0.28 -3.71 0.10
H -3.53 -0.75 -0.03
H 1.18 2.11 1.25
H 1.41 0.55 2.12
H 2.80 1.51 1.39
H 1.35 2.28 -1.16
H 2.80 1.60 -1.26
H 1.24 0.83 -2.06

---

No. 5
ORCA calculation (ωB97M-V/def2-TZVPD) on a single C6H9N molecule.

Output
- HOMO (hartree) = -0.3274
- electronic energy (eV) = -7854.976
- total charge = 0
- energy above the lowest of the compared OMol25 structures with the same formula, charge and spin (kcal per mole) = 73.41
- LUMO (eV) = 1.1
- structure (SMILES) = C1[C@H]2N1CC21CC1
- M (g mol⁻¹) = 95.14
- frontier orbital gap (eV) = 10.006
- strongest force on any atom (eV/Å) = 0.8

CARTESIAN COORDINATES (ANGSTROEM)
C -1.03 -1.25 -1.29
C 0.27 -0.56 -1.09
N -0.93 0.18 -1.58
C -0.96 0.92 -0.30
C 0.27 0.18 0.23
C 0.59 -0.25 1.64
C 1.43 0.79 0.94
H -1.64 -1.54 -0.43
H -1.13 -1.88 -2.17
H 1.07 -0.59 -1.80
H -1.91 0.80 0.23
H -0.76 1.98 -0.49
H 1.02 -1.23 1.80
H -0.07 0.09 2.43
H 1.34 1.83 1.25
H 2.44 0.51 0.63

---

No. 6
ORCA calculation (ωB97M-V/def2-TZVPD) on a single C23H28N6O2S molecule.

Output
- HOMO (hartree) = -0.2912
- electronic energy (eV) = -48175.994
- total charge = 0
- energy above the lowest of the compared OMol25 structures with the same formula, charge and spin (kcal per mole) = 38.73
- LUMO (eV) = 0.3
- structure (SMILES) = CCC(C)(C)n1nnnc1CN(Cc1cccs1)Cc1cc2cc(OC)ccc2[nH]c1=O
- M (g mol⁻¹) = 452.58
- frontier orbital gap (eV) = 8.201
- strongest force on any atom (eV/Å) = 1.4

CARTESIAN COORDINATES (ANGSTROEM)
C -1.69 3.44 2.88
H -1.50 4.44 3.24
C -1.07 2.42 3.83
H -1.54 2.50 4.81
H -0.01 2.64 3.94
C -1.19 0.96 3.35
N -0.49 0.87 2.07
C -0.81 0.68 0.77
N 0.30 0.79 0.07
N 1.28 1.03 0.92
N 0.84 1.08 2.11
C -2.15 0.38 0.17
N -2.14 -0.33 -1.09
C -1.47 0.35 -2.19
C -1.99 1.73 -2.36
C -1.37 2.91 -2.07
C -2.17 4.04 -2.31
C -3.40 3.72 -2.79
S -3.60 2.02 -2.94
H -4.20 4.37 -3.06
H -1.84 5.05 -2.15
H -0.36 2.95 -1.69
H -0.38 0.41 -2.04
H -1.68 -0.23 -3.09
C -1.80 -1.74 -0.96
C -0.39 -1.99 -0.47
C 0.67 -2.02 -1.30
C 2.01 -2.12 -0.81
C 3.13 -2.12 -1.66
C 4.40 -2.18 -1.13
C 4.57 -2.24 0.27
C 3.49 -2.24 1.11
C 2.19 -2.18 0.58
N 1.09 -2.20 1.39
C -0.21 -2.10 0.97
O -1.12 -2.10 1.80
H 1.24 -2.24 2.39
H 3.62 -2.28 2.18
H 5.57 -2.28 0.65
O 5.55 -2.19 -1.85
C 5.46 -2.10 -3.25
H 4.98 -1.17 -3.56
H 4.92 -2.95 -3.68
H 6.49 -2.11 -3.62
H 2.96 -2.06 -2.72
H 0.53 -1.96 -2.37
H -2.50 -2.18 -0.26
H -1.94 -2.20 -1.95
H -2.68 1.33 0.02
H -2.73 -0.23 0.86
C -0.46 0.02 4.32
H -0.56 -1.00 3.97
H 0.60 0.29 4.37
H -0.89 0.10 5.31
C -2.64 0.51 3.26
H -3.09 0.60 4.25
H -2.69 -0.54 2.96
H -3.22 1.12 2.57
H -1.26 3.36 1.88
H -2.77 3.31 2.80

---

No. 7
ORCA calculation (ωB97M-V/def2-TZVPD) on a molecular structure, CH2FNS.

Output
- HOMO (hartree) = -0.3822
- electronic energy (eV) = -16110.739
- total charge = 0
- energy above the lowest of the compared OMol25 structures with the same formula, charge and spin (kcal per mole) = 29.78
- LUMO (eV) = 0.5
- M (g mol⁻¹) = 79.10
- frontier orbital gap (eV) = 10.945
- strongest force on any atom (eV/Å) = 5.0

CARTESIAN COORDINATES (ANGSTROEM)
C -0.11 0.40 1.43
N -0.18 -0.09 0.40
F 1.67 1.81 0.72
S 0.08 0.82 2.92
H 0.97 1.53 1.50
H 0.05 -0.26 -0.56